# 1
12
Properties=species:S:1:pos:R:3:forces:R:3 method="wB97M-V/def2-TZVPD" e_lumo_ev=-3.829 orbital_gap_ev=13.07 smiles=C[C@H]1C[NH2+]1 charge=+1 de_lowest_kj_mol=121.9
N 1.07093 0.22394 0.56600 -1.562 3.678 3.341
C -1.46141 -0.19028 0.22514 0.226 3.414 -1.292
C -0.01143 -0.54074 -0.09014 -1.757 -1.059 -1.116
C 0.94216 0.29589 -0.88773 -1.466 1.269 0.022
H 0.03364 -1.67562 -0.16210 1.015 1.672 0.199
H 1.83259 -0.19391 1.09411 0.158 -0.221 -0.435
H 1.64928 -0.27582 -1.34957 1.965 -1.293 -1.265
H -1.94328 -0.96279 0.73307 -0.574 -1.047 1.275
H 0.81262 1.29721 -1.38208 -0.410 -1.125 0.951
H -2.13881 0.03038 -0.66094 1.330 -0.471 0.583
H -1.47896 0.80571 0.77246 -0.221 -1.291 -0.210
H 0.69265 1.18604 1.14177 1.297 -3.528 -2.053

---

# 2
30
Properties=species:S:1:pos:R:3:forces:R:3 method="wB97M-V/def2-TZVPD" e_lumo_ev="-15.367 / -14.911" orbital_gap_ev="3.09 / 3.54" charge=+3
I 4.37644 -0.99716 -1.37128 0.140 0.416 0.031
I 2.63492 2.15288 -0.55914 1.320 0.158 -0.073
Sn 0.48348 0.76009 -0.31541 -2.565 0.632 3.192
Cl -1.63150 1.40909 0.50496 1.042 -0.081 -0.212
P -0.56514 0.26569 -2.43252 -0.859 0.280 -2.381
O 1.26436 -2.39312 0.07603 -2.333 3.020 -3.164
O 0.64467 -0.08633 1.93969 -0.348 -0.233 -2.286
N 0.10528 -0.11431 4.17415 1.182 0.738 -1.330
N 2.09720 0.81713 3.41920 -0.534 -0.016 -0.073
C -1.47153 -1.26445 -2.40096 -0.079 -0.415 0.363
C -1.77738 1.46819 -2.96419 0.100 0.444 0.296
C -1.16208 -0.80922 4.11619 -1.152 -0.094 0.760
C 0.91298 0.21783 3.14460 0.210 -0.196 1.584
C 0.75917 -1.58367 -0.57851 3.005 -4.574 4.223
C 0.59216 0.11766 -3.78715 0.409 0.138 -0.400
H 2.76069 0.85607 2.66315 0.038 0.108 0.351
H -1.54656 -0.87271 3.10386 0.138 0.130 -0.071
H -2.10860 1.10294 -3.94101 -0.093 0.202 0.047
H -1.34008 2.46568 -3.05695 -0.125 -0.057 -0.086
H -1.89810 -0.26567 4.74821 0.452 -0.238 -0.551
H -1.10382 -1.82178 4.53883 0.283 0.258 -0.209
H 0.41236 0.22706 5.07206 -0.066 -0.188 0.164
H -0.80605 -2.12775 -2.35100 -0.175 -0.101 -0.195
H -2.60753 1.49645 -2.25776 -0.021 0.032 -0.116
H -2.14037 -1.27223 -1.54006 -0.234 -0.100 -0.088
H -2.05238 -1.29387 -3.34283 0.214 -0.085 0.417
H 2.41174 0.98075 4.36834 0.022 -0.013 -0.285
H -0.05288 0.11590 -4.68343 0.433 -0.068 0.130
H 1.29393 0.95705 -3.85142 -0.272 -0.003 -0.048
H 1.17394 -0.80459 -3.76286 -0.131 -0.091 0.010

---

# 3
21
Properties=species:S:1:pos:R:3:forces:R:3 method="wB97M-V/def2-TZVPD" e_lumo_ev=-0.315 orbital_gap_ev=9.98 smiles=O.O.O.O.O.O.O de_lowest_kj_mol=185.2
O -29.97300 -7.03600 -4.29000 -2.141 -0.163 0.554
O -31.65000 -3.52800 -6.85500 -0.119 -1.252 0.711
O -30.40000 -4.95600 -10.48700 0.187 1.097 -0.163
O -30.90500 -4.44000 -4.20800 0.393 -0.773 -0.586
O -31.00100 -6.35900 -6.89100 -0.493 -0.430 -2.750
O -28.97700 -7.40500 -8.38800 -0.001 -2.196 -0.209
O -30.33100 -9.62500 -5.12100 -0.253 0.864 -0.488
H -30.29300 -10.12000 -4.31500 -0.039 -0.513 0.651
H -30.84500 -5.53800 -9.87800 -0.136 -0.306 0.396
H -30.88000 -6.60800 -6.02000 0.259 -0.700 2.654
H -31.73500 -2.58900 -6.89700 -0.024 0.915 -0.068
H -31.12500 -4.52100 -3.29100 -0.490 0.515 0.978
H -29.74400 -7.07200 -7.89100 0.040 -0.173 -0.035
H -29.12500 -6.77100 -4.55300 2.262 0.250 -0.586
H -29.90800 -7.56900 -3.49700 0.323 0.071 0.288
H -29.09900 -8.40700 -8.44000 0.172 2.213 0.166
H -31.77300 -3.76400 -5.90900 0.199 0.339 -0.528
H -30.58100 -8.71300 -4.86900 0.222 -0.898 -0.450
H -31.02100 -5.41700 -6.94700 -0.107 1.294 -0.070
H -30.41300 -4.07300 -10.06900 -0.042 -0.784 -0.239
H -30.56900 -5.35300 -4.33800 -0.211 0.631 -0.227

---

# 4
102
Properties=species:S:1:pos:R:3:forces:R:3 method="wB97M-V/def2-TZVPD" e_lumo_ev=-0.600 orbital_gap_ev=7.01 de_lowest_kj_mol=40.0
Ir -0.50920 1.08756 -0.63779 0.026 -0.036 0.051
I 1.41142 2.82605 -0.15008 0.034 -0.120 -0.080
Sb -0.09862 -1.70007 -4.01205 -0.094 -0.078 -0.002
As 3.93470 -2.63530 2.42111 0.018 0.015 -0.035
S 1.70179 -1.59671 -2.30501 0.069 -0.056 0.122
S -2.97609 1.30431 0.49222 0.165 -0.408 0.128
S -1.87907 -2.59687 -3.03464 0.028 0.006 0.004
S 0.75734 0.25762 -2.47342 0.029 0.085 0.002
P 0.07494 -0.58777 0.96676 -0.094 -0.005 -0.028
P -1.29879 2.70914 -2.20021 0.012 -0.057 0.008
O -3.80039 2.30473 -0.12392 -0.028 -0.016 0.052
O -2.40127 0.28799 -0.55399 -0.066 0.058 -0.156
O -3.54867 0.56884 1.58106 -0.020 0.081 0.041
O -1.61461 1.93058 0.88167 -0.208 0.242 0.025
C 4.78885 -3.17489 -1.64362 -0.027 0.015 -0.005
C -5.32508 1.24440 -3.87883 -0.003 -0.006 0.000
C 2.32116 -4.91627 3.47264 -0.011 -0.001 0.028
C 0.31251 4.68263 1.83898 -0.012 0.014 -0.003
C -0.81845 0.63060 5.31736 0.005 -0.012 -0.017
C -0.61295 2.26231 -4.90121 -0.048 -0.081 -0.009
C -0.20869 1.51493 4.43642 0.003 -0.009 0.005
C 0.00112 1.14375 3.12043 0.007 0.016 -0.003
C 4.38620 -5.82629 5.08642 -0.003 -0.009 0.000
C -1.86129 -4.69452 0.24000 -0.025 0.000 -0.006
C 0.04647 4.25171 0.57244 0.112 0.024 0.056
C -0.94101 4.85201 -0.25837 -0.011 0.034 -0.019
C -1.49417 6.06219 0.24403 0.011 -0.019 0.013
C 0.19773 2.39408 -6.01875 0.040 0.002 -0.023
C 1.86323 -0.91969 1.20602 0.023 0.100 0.008
C -0.37831 5.78837 2.37154 0.002 -0.004 0.026
C 0.08407 -3.29116 0.28688 -0.019 0.038 0.039
C -2.26722 6.89141 -0.60379 -0.006 0.017 -0.008
C -5.25644 2.54645 -3.40303 0.005 -0.001 -0.007
C -1.20330 -0.62372 4.87329 -0.009 0.017 0.021
C -4.07541 3.04031 -2.87395 0.046 -0.012 -0.044
C 3.97446 -3.41079 0.62214 0.008 -0.037 0.019
C 2.12871 -1.83134 2.40189 0.000 0.026 0.023
C 4.17428 -4.36646 -1.99526 -0.012 -0.013 0.010
C -3.03314 0.91565 -3.26272 0.007 0.021 0.020
C -0.30076 2.92849 -3.71903 -0.019 0.052 -0.021
C 3.53308 -4.22824 3.48142 0.059 0.010 0.037
C 0.82396 3.75289 -3.69169 0.007 0.044 0.005
C 1.32917 3.19368 -5.97328 -0.022 -0.002 0.010
C 2.14410 -6.04494 4.26092 -0.001 0.006 -0.013
C 3.46938 -5.08729 -1.03930 0.006 0.013 -0.023
C 3.37468 -4.61559 0.26204 -0.010 0.006 0.010
C -1.23115 6.48192 1.57176 -0.002 -0.004 -0.012
C -1.36371 4.41821 -1.55745 -0.015 0.034 -0.019
C -0.38744 -0.11434 2.66505 0.033 0.008 -0.026
C 4.68948 -2.70352 -0.34137 0.002 0.002 -0.006
C -4.21246 0.42250 -3.79666 0.017 0.005 0.002
C -2.46029 6.56461 -1.91000 -0.003 -0.001 -0.012
C -0.98387 -0.99765 3.55430 -0.030 -0.091 0.022
C -0.69406 -2.20504 0.68411 0.055 -0.044 -0.023
C -2.02432 5.30852 -2.36977 -0.012 -0.034 0.033
C 4.55931 -4.69586 4.29976 -0.009 0.001 -0.004
C -2.94036 2.23655 -2.82991 -0.048 0.065 -0.062
C 3.17586 -6.50234 5.06852 0.003 0.000 0.001
C -2.06910 -2.37555 0.85489 0.053 0.001 -0.096
C -2.64302 -3.61704 0.63001 -0.014 0.007 0.024
C 1.63567 3.88072 -4.80719 -0.004 -0.005 0.005
C -0.49608 -4.53022 0.07063 0.018 -0.014 -0.044
H -1.49691 1.63976 -4.96080 0.065 0.045 -0.003
H 5.33929 -2.60787 -2.38307 0.000 0.003 0.001
H -6.25383 0.86371 -4.28409 -0.002 0.001 0.001
H -2.31890 -5.65883 0.05924 0.001 -0.001 -0.002
H 1.96176 3.29286 -6.84563 0.002 0.000 -0.002
H 2.99520 -6.02338 -1.30748 0.002 0.001 -0.001
H -1.67855 -1.31945 5.55235 0.000 0.002 0.003
H -0.06120 1.86745 -6.92816 0.003 0.000 -0.001
H 5.18110 -1.77526 -0.07011 0.002 0.000 -0.005
H 1.37894 -2.61691 2.45591 0.012 -0.044 -0.011
H 0.45734 1.84632 2.43425 -0.029 -0.027 0.030
H 4.24769 -4.73675 -3.00980 -0.002 -0.001 0.000
H 1.49980 -4.59057 2.84570 -0.014 0.029 -0.007
H -0.18213 6.10413 3.38689 0.001 0.000 0.000
H -0.99442 0.92186 6.34477 0.001 -0.002 0.001
H 2.26342 -1.31370 0.27025 -0.028 -0.038 -0.010
H -4.24837 -0.61119 -4.11574 -0.013 -0.001 0.012
H 5.19522 -6.17494 5.71551 0.000 0.000 0.000
H 2.05650 -1.26148 3.32967 -0.042 -0.020 0.001
H -6.13504 3.17826 -3.41884 0.000 -0.003 0.001
H 5.50541 -4.16711 4.32430 -0.002 -0.001 0.000
H -2.66214 7.81427 -0.19711 -0.002 -0.001 0.001
H 3.03492 -7.38238 5.68274 0.000 0.001 0.001
H -2.19821 0.23803 -3.14359 -0.003 0.008 0.011
H 2.32356 0.06204 1.35807 0.023 -0.020 -0.016
H -2.26417 5.01496 -3.38366 -0.021 -0.013 -0.022
H 1.19665 -6.56838 4.24130 -0.005 0.000 -0.001
H -3.71104 -3.73703 0.75699 -0.001 0.004 -0.005
H -2.99302 7.22771 -2.57801 -0.002 -0.005 0.000
H 1.07324 4.19301 2.43233 0.010 0.017 -0.001
H 1.06391 4.32019 -2.80162 -0.012 -0.016 -0.001
H 0.09211 2.49856 4.77514 -0.006 0.004 -0.002
H -1.28216 -1.98559 3.22701 0.004 0.052 0.005
H 0.12181 -5.36025 -0.24934 0.006 0.000 0.009
H -1.71456 7.38237 1.92942 -0.004 0.000 -0.004
H 1.14792 -3.18113 0.14062 0.043 0.005 -0.044
H -4.07284 4.02999 -2.44615 0.021 0.047 0.009
H 2.50479 4.52447 -4.76573 -0.001 -0.001 -0.002
H -2.69185 -1.54701 1.15736 -0.035 0.080 0.027
H 2.83391 -5.19694 0.99862 0.013 0.004 -0.021

---

Largest force on an atom, record by record: 5.209 6.913 2.827 0.458 eV/Å